Below is a structure of composition C27H26BIN6O7S4SbW, with properties calculated with ωB97M-V/def2-TZVPD.

Charge: -1
HOMO energy: -5.1 eV
Relative energy (zero: lowest compared OMol25 entry of this formula, charge and spin): 1.7150 eV
E_tot: -112181.2834 eV

Geometry (Å):
W 0.3151 0.8679 1.0369
C 1.0060 -0.3572 4.7040
C 1.2231 -1.2342 3.5200
C 1.8881 -2.4574 3.5783
C 1.8361 -2.9869 2.3080
C 2.3773 -4.2917 1.8302
N 1.1752 -2.1243 1.5309
N 0.7850 -1.0348 2.2578
B 0.6982 -2.3749 0.0946
N -0.7972 -2.0572 0.0536
N -1.2806 -0.8397 0.4213
C -2.6178 -0.9097 0.3086
C -3.6499 0.1292 0.6195
C -2.9731 -2.1857 -0.1331
C -1.7956 -2.8832 -0.2793
C -1.6103 -4.2997 -0.7086
N 1.3889 -1.4940 -0.9437
N 1.0413 -0.1899 -1.0738
C 1.5481 0.2351 -2.2344
C 1.3444 1.5747 -2.8652
C 2.2593 -0.8121 -2.8347
C 2.1276 -1.8916 -1.9918
C 2.6561 -3.2756 -2.1669
H 1.2919 -0.9115 5.5981
H -0.0303 -0.0496 4.8005
H 1.6081 0.5457 4.6598
H 2.3374 -2.8976 4.4519
H 2.9256 -4.7677 2.6404
H 3.0539 -4.1500 0.9873
H 1.5763 -4.9588 1.5090
H 0.8731 -3.5195 -0.1805
H -3.2584 1.1251 0.7643
H -4.1624 -0.1497 1.5418
H -4.3857 0.1490 -0.1866
H -3.9724 -2.5436 -0.3167
H -2.5836 -4.7385 -0.9182
H -1.1293 -4.8864 0.0754
H -0.9970 -4.3652 -1.6080
H 0.7173 2.2308 -2.2786
H 0.8682 1.4374 -3.8371
H 2.3040 2.0648 -3.0348
H 2.7921 -0.7743 -3.7703
H 3.2912 -3.3012 -3.0500
H 1.8468 -3.9956 -2.3010
H 3.2439 -3.5872 -1.3034
S -1.3557 4.6833 1.8128
Sb -0.6011 2.9487 3.0686
S -1.4610 0.7223 2.7551
S 1.6237 2.1313 2.6849
S -0.8337 3.4098 5.2665
O 5.7659 2.9651 -1.0229
C 4.7213 2.5321 -0.6324
C 3.3510 3.2006 -0.7977
O 3.1383 4.2378 -1.3734
C 2.4256 2.2707 -0.1594
C 3.0680 1.1603 0.3445
O 2.3559 0.2533 0.9319
C 4.5107 1.2060 0.1007
O 5.3550 0.3906 0.3734
O 1.1138 2.3270 -0.0150
I -6.8347 4.8381 -3.0640
C -5.0665 3.9252 -2.3766
C -4.5985 4.2117 -1.1070
C -3.4655 3.5617 -0.6362
C -2.8179 2.6337 -1.4405
C -3.2845 2.3824 -2.7297
C -4.4125 3.0262 -3.2064
C -1.6723 1.8061 -0.9610
O -1.2337 0.9391 -1.6905
O -1.2343 1.9624 0.2721
H -5.1051 4.9336 -0.4811
H -3.0796 3.7855 0.3520
H -2.7528 1.6655 -3.3394
H -4.7760 2.8259 -4.2046

These are the Mulliken partial charges, in e, on atoms 1 to 5: 1.958, -1.637, 0.835, -1.530, 0.956